# 1
{
  "formula": "C36H34F5N3",
  "method": "ωB97M-V with the def2-TZVPD basis set",
  "smiles": "Fc1ccccc1.Fc1ccccc1.Fc1ccccc1.Fc1ccccc1.Fc1ccccc1.CC#N.CC#N.CC#N",
  "e_lumo_ev": 0.1,
  "spin_multiplicity": 1,
  "gap_ev": 9.39,
  "de_lowest_kj_mol": 208.3,
  "total_energy_ev": -55937.624,
  "homo_ev": -9.27,
  "elements": ["F", "C", "C", "C", "C", "C", "C", "H", "H", "H", "H", "H", "F", "C", "C", "C", "C", "C", "C", "H", "H", "H", "H", "H", "F", "C", "C", "C", "C", "C", "C", "H", "H", "H", "H", "H", "F", "C", "C", "C", "C", "C", "C", "H", "H", "H", "H", "H", "F", "C", "C", "C", "C", "C", "C", "H", "H", "H", "H", "H", "C", "C", "N", "H", "H", "H", "C", "C", "N", "H", "H", "H", "C", "C", "N", "H", "H", "H"],
  "positions_angstrom": [[-1.80204, -1.21224, -0.99154], [-0.92346, -0.26781, -1.22929], [-0.12658, -0.26808, -2.37708], [0.87027, 0.74278, -2.54420], [1.03949, 1.71034, -1.56467], [0.27225, 1.63430, -0.44396], [-0.64779, 0.61007, -0.25197], [-0.32575, -1.03865, -3.10712], [1.52904, 0.82368, -3.39618], [1.57436, 2.64158, -1.67916], [0.37308, 2.37240, 0.33798], [-1.15749, 0.69391, 0.69649], [-3.20972, 3.24062, 0.70076], [-2.25863, 4.22565, 1.00917], [-1.33819, 4.07447, 2.04467], [-0.47956, 5.04511, 2.45097], [-0.43290, 6.24235, 1.66637], [-1.28644, 6.41063, 0.56667], [-2.17994, 5.36041, 0.24188], [-1.35812, 3.16075, 2.62010], [0.24980, 4.86109, 3.22594], [0.30785, 7.01659, 1.80139], [-1.14023, 7.27813, -0.05979], [-2.67417, 5.39116, -0.71791], [-1.79718, -5.66647, -2.93190], [-1.17809, -5.46059, -4.14274], [-1.46336, -6.31024, -5.18188], [-0.77642, -6.14211, -6.39324], [0.19903, -5.17843, -6.49896], [0.40979, -4.19822, -5.46373], [-0.24061, -4.42589, -4.26398], [-2.19224, -7.10051, -5.07889], [-1.13545, -6.71168, -7.23768], [0.66130, -5.00408, -7.45933], [1.12689, -3.39369, -5.53373], [-0.16470, -3.72060, -3.44960], [5.48136, 6.51801, 3.15911], [4.66344, 5.41047, 3.12220], [3.76929, 5.22845, 2.06535], [2.89580, 4.08669, 2.06610], [3.07741, 3.13560, 3.02041], [3.91539, 3.41084, 4.14049], [4.74015, 4.53262, 4.23644], [3.86805, 5.90668, 1.23070], [2.28767, 3.85892, 1.20315], [2.61614, 2.16352, 2.92715], [4.05367, 2.55139, 4.77972], [5.48197, 4.68752, 5.00592], [-1.77590, -1.45600, 6.12069], [-1.95226, -1.56159, 4.75196], [-2.69386, -0.53275, 4.12286], [-3.21396, -0.68540, 2.81585], [-2.80180, -1.77482, 2.10789], [-2.08022, -2.80757, 2.76966], [-1.62688, -2.67943, 4.07856], [-3.00126, 0.35598, 4.65395], [-3.71029, 0.06553, 2.21905], [-3.07256, -1.85432, 1.06541], [-1.66250, -3.66927, 2.27027], [-0.98378, -3.41248, 4.54274], [-4.00760, -2.95219, -2.69983], [-5.24190, -3.03884, -3.44581], [-6.23830, -3.10917, -4.08874], [-3.90717, -2.15666, -1.96149], [-3.15280, -2.77161, -3.35160], [-3.93648, -3.93831, -2.24090], [0.69605, -3.34712, 0.18392], [1.43614, -2.85134, -1.03890], [2.04574, -2.49039, -1.98212], [-0.36726, -3.45962, -0.02774], [0.78591, -2.51766, 0.88537], [1.17440, -4.23140, 0.60502], [4.06232, -0.79576, 1.09002], [3.86338, 0.51550, 0.56013], [3.67601, 1.63195, 0.15280], [3.57814, -1.43921, 0.35541], [3.82767, -0.86559, 2.15216], [5.10673, -1.09793, 1.01257]],
  "forces_ev_per_a": [[-1.4, -1.5, -0.2], [2.4, 0.4, -1.2], [0.4, 0.9, -0.2], [-0.9, -0.7, 0.2], [-0.6, 0.5, -0.5], [-0.4, -0.3, 0.8], [0.1, 2.2, 1.9], [0.3, 0.0, -0.2], [-0.3, -0.5, -0.3], [0.7, -0.4, -0.4], [0.0, 0.1, 0.1], [-0.5, -0.6, 0.0], [1.7, 1.2, 0.5], [-0.1, 0.0, -0.2], [-1.5, -1.8, 0.8], [0.8, 2.2, -1.7], [-0.5, -0.5, -0.1], [0.5, -1.7, 1.1], [0.2, 0.7, -0.9], [-0.1, -0.3, 0.0], [-0.1, 0.0, 0.1], [0.1, 0.0, 0.5], [-0.3, -0.1, -0.1], [-0.5, 0.1, 0.1], [0.3, 0.4, -0.7], [0.4, -0.1, 0.2], [0.1, -0.1, -0.2], [-0.5, 0.2, 0.8], [0.0, 2.1, 0.1], [-0.3, -2.4, -0.3], [-1.0, 0.4, 0.2], [-0.1, 0.1, 0.1], [0.5, -0.2, -0.1], [0.2, -0.1, -0.1], [0.0, 0.0, -0.2], [0.3, 0.0, 0.2], [-0.6, -0.9, -0.4], [-0.4, 0.0, 0.9], [0.0, -0.7, 0.8], [1.8, 1.3, -0.9], [0.5, 0.5, 1.7], [0.4, -0.9, -1.0], [-0.9, 0.0, -1.8], [-0.4, 0.1, -0.1], [-0.1, 0.3, -0.1], [-0.2, 0.0, 0.2], [0.0, 0.3, 0.6], [-0.2, 0.0, 0.1], [0.5, 0.0, -1.4], [-2.2, 2.6, 1.0], [-0.8, -0.2, -0.1], [1.8, 0.4, 0.8], [0.5, -2.4, 0.3], [0.6, 0.9, -0.7], [0.4, -0.9, -0.6], [0.2, -0.1, 0.4], [-0.3, 0.5, 0.7], [0.0, -0.3, 0.0], [-0.5, -0.1, -0.5], [-0.2, -0.3, 0.0], [0.6, -0.4, 0.2], [-4.1, 0.6, -2.8], [3.8, 0.2, 2.5], [-0.7, -0.1, 0.1], [-0.1, -0.4, -0.3], [0.6, 0.1, 0.3], [0.8, 1.3, -1.0], [1.2, 0.1, -1.9], [-1.8, -1.1, 2.9], [0.2, -0.3, -0.1], [-0.1, -0.1, 0.3], [-0.2, 0.0, -0.2], [0.9, -0.8, -0.4], [-0.8, 6.7, -1.9], [1.0, -5.6, 1.9], [-0.6, -0.5, 0.7], [-0.6, -0.2, -0.3], [0.2, 0.3, 0.0]],
  "mulliken_charge": [-0.135, 0.235, -0.283, -0.652, -0.627, -0.165, -0.336, 0.523, 0.399, 0.397, 0.188, 0.429, -0.327, 0.088, -0.026, -0.739, -0.273, -0.634, -0.202, 0.455, 0.500, 0.392, 0.388, 0.384, -0.328, 0.185, -0.390, -0.373, -0.557, -0.442, 0.024, 0.403, 0.363, 0.340, 0.419, 0.347, -0.324, 0.487, -0.674, -0.025, -0.482, -0.553, -0.588, 0.434, 0.445, 0.533, 0.312, 0.425, -0.318, 0.322, -0.276, -0.805, -0.019, -0.723, -0.394, 0.430, 0.442, 0.512, 0.404, 0.423, -0.232, 0.112, -0.411, 0.177, 0.122, 0.225, -0.693, 0.312, -0.527, 0.130, 0.322, 0.503, -0.660, 0.479, -0.453, 0.002, 0.305, 0.326]
}

***

# 2
{
  "formula": "C18H15As4F24HgN3O6",
  "method": "ωB97M-V with the def2-TZVPD basis set",
  "total_charge": -2,
  "e_lumo_ev": 2.3,
  "spin_multiplicity": 1,
  "gap_ev": 8.86,
  "de_lowest_kj_mol": 182.6,
  "total_energy_ev": -348420.630,
  "homo_ev": -6.59,
  "elements": ["Hg", "As", "F", "F", "F", "F", "F", "F", "As", "F", "F", "F", "F", "F", "F", "As", "F", "F", "F", "F", "F", "F", "As", "F", "F", "F", "F", "F", "F", "C", "C", "C", "C", "C", "C", "N", "O", "O", "H", "H", "H", "H", "H", "C", "C", "C", "C", "C", "C", "N", "O", "O", "H", "H", "H", "H", "H", "C", "C", "C", "C", "C", "C", "N", "O", "O", "H", "H", "H", "H", "H"],
  "positions_angstrom": [[0.56469, 0.97748, 0.44179], [2.13137, 3.23754, 3.52141], [1.27863, 4.73055, 3.14305], [2.78361, 4.00776, 4.98314], [3.06524, 1.80091, 3.74326], [1.40421, 2.48139, 2.08335], [3.52246, 3.84321, 2.60907], [0.81744, 2.63344, 4.46531], [4.39127, 0.07167, 0.33983], [5.06163, 1.65994, 0.54840], [2.71873, 0.60464, 0.73443], [3.66197, -1.52840, -0.04958], [5.92727, -0.58347, -0.17868], [4.65341, -0.48260, 1.96380], [4.05810, 0.49985, -1.34395], [0.35543, -1.63101, 3.43567], [0.37285, -2.73955, 2.08024], [0.54166, -0.23984, 2.29293], [0.19451, -0.50549, 4.74865], [0.17418, -2.98601, 4.56957], [2.08919, -1.65552, 3.62752], [-1.38590, -1.60823, 3.18927], [2.20314, 4.20125, -1.46601], [3.63207, 4.11975, -0.44753], [1.47236, 5.01082, -0.08951], [0.72259, 4.21228, -2.31573], [2.98955, 3.30557, -2.74477], [1.69073, 2.58892, -0.74945], [2.81026, 5.73331, -2.08213], [-3.08489, -5.18413, 1.36372], [-2.09916, -4.66803, 0.55907], [-2.06100, -3.30981, 0.30641], [-2.93527, -2.43847, 0.94217], [-3.82299, -2.95437, 1.87019], [-3.95502, -4.33318, 2.06399], [-2.82476, -1.01081, 0.76190], [-1.84965, -0.58924, 0.16740], [-3.75239, -0.29015, 1.09488], [-3.16419, -6.22750, 1.64576], [-1.42804, -5.36867, 0.08104], [-1.41660, -2.95369, -0.48606], [-4.52524, -2.37655, 2.45538], [-4.61045, -4.70110, 2.83828], [-4.04919, 5.51911, -1.75952], [-2.72905, 5.53566, -1.36141], [-2.00453, 4.35177, -1.39185], [-2.55796, 3.17311, -1.86369], [-3.89900, 3.18374, -2.27312], [-4.64983, 4.33810, -2.23623], [-1.79938, 1.95686, -1.89211], [-0.75782, 1.92252, -1.23734], [-2.22352, 0.98217, -2.46217], [-4.64740, 6.41589, -1.65993], [-2.34053, 6.45605, -0.95081], [-0.97864, 4.32706, -1.04264], [-4.18466, 2.25743, -2.75950], [-5.68471, 4.40319, -2.53832], [1.50541, -5.43657, -2.40479], [1.63676, -4.65191, -3.54034], [1.56216, -3.27807, -3.42094], [1.42379, -2.74446, -2.14848], [1.21709, -3.51491, -1.01425], [1.39704, -4.89566, -1.13009], [1.35447, -1.29566, -2.06749], [1.01288, -0.82621, -0.96701], [1.67607, -0.58656, -2.99152], [1.60294, -6.51588, -2.44650], [1.73008, -5.12985, -4.50600], [1.74400, -2.65120, -4.28140], [1.11414, -3.06261, -0.03496], [1.15639, -5.58757, -0.33507]],
  "forces_ev_per_a": [[0.3, 0.7, 0.0], [2.0, 1.5, 0.3], [0.0, -0.8, 0.2], [-0.3, -0.5, -0.6], [-0.5, 0.0, 0.3], [-0.4, 0.2, -0.3], [-1.2, -0.2, 0.3], [-0.1, 0.0, -0.2], [0.4, -0.7, -1.6], [-0.5, -1.0, 0.5], [1.2, -0.2, 0.4], [0.2, 0.7, 0.3], [-0.1, 0.2, 0.4], [-0.2, 0.7, -0.7], [-0.1, -0.2, 0.7], [0.5, -0.6, 1.7], [0.5, 0.3, 0.1], [-0.4, -0.5, 0.4], [0.0, -0.4, -0.7], [0.1, 0.7, -0.8], [-1.2, -0.1, -0.4], [0.3, 0.4, 0.1], [3.2, -0.1, 2.4], [-0.7, -0.3, -1.0], [-0.6, -0.3, -0.9], [-0.4, 0.3, -0.6], [-0.6, 0.5, 0.4], [0.1, 0.7, -0.5], [-0.9, -0.6, -0.3], [-0.9, 0.1, 1.8], [-0.4, -0.4, -0.4], [0.2, 0.5, -0.8], [0.2, -1.4, 0.8], [-1.3, -0.6, 0.5], [1.4, 0.7, -0.8], [-0.7, 1.1, -0.8], [0.5, -0.1, 0.1], [0.3, -0.6, 0.3], [0.3, -0.2, -0.5], [0.2, 0.3, -0.2], [0.3, 0.3, 0.3], [0.4, 0.7, -0.2], [-0.2, -0.1, -0.2], [-0.5, -0.5, -0.1], [-0.5, -0.3, 0.1], [1.3, -0.3, 0.5], [-1.4, 2.1, 0.0], [0.8, -1.1, -1.0], [0.5, 0.8, 0.5], [0.6, -1.3, 1.0], [-0.4, 0.7, -0.3], [-0.4, 0.2, -0.5], [0.0, 0.0, -0.1], [0.4, -0.1, -0.1], [-0.1, 0.1, 0.0], [-0.7, 0.1, 0.3], [0.0, -0.4, -0.1], [0.8, -0.5, 0.4], [-0.5, -0.3, 0.1], [0.8, -0.2, 0.0], [-0.7, -0.2, -0.5], [1.2, -0.2, 0.6], [-1.6, 0.4, -0.9], [0.4, 2.2, 1.2], [-0.2, -1.2, -0.8], [-0.3, -1.0, 0.0], [-0.1, 0.0, -0.4], [0.1, 0.1, -0.1], [-0.2, 0.2, 0.1], [-0.2, 0.2, -0.1], [0.5, 0.3, 0.4]],
  "mulliken_charge": [3.482, 2.052, -0.508, -0.549, -0.439, -0.687, -0.471, -0.488, 2.067, -0.461, -0.725, -0.560, -0.542, -0.455, -0.504, 1.970, -0.434, -0.917, -0.491, -0.544, -0.466, -0.467, 2.067, -0.473, -0.494, -0.463, -0.476, -0.785, -0.533, -0.350, -0.580, 0.166, -0.327, -0.341, -0.550, 1.083, -0.396, -0.675, 0.330, 0.360, 0.464, 0.405, 0.375, -0.170, -0.893, 0.155, 0.034, -0.420, -0.654, 0.999, -0.638, -0.612, 0.365, 0.421, 0.380, 0.438, 0.369, -0.370, -0.458, -0.572, 0.136, -0.152, -1.012, 0.757, -0.468, -0.581, 0.375, 0.381, 0.472, 0.569, 0.480]
}

***

# 3
{
  "formula": "C4H5F3S",
  "method": "ωB97M-V with the def2-TZVPD basis set",
  "smiles": "F[C@H]1[C@@H](F)[C@@H](S)[C@H]1F",
  "e_lumo_ev": 0.5,
  "spin_multiplicity": 1,
  "gap_ev": 9.82,
  "de_lowest_kj_mol": 153.1,
  "total_energy_ev": -23214.304,
  "homo_ev": -9.28,
  "elements": ["F", "C", "C", "F", "C", "S", "C", "F", "H", "H", "H", "H", "H"],
  "positions_angstrom": [[2.41040, -0.06317, -0.16765], [1.37554, -0.19175, 0.69054], [0.53997, 1.00139, 0.44649], [0.47962, 1.37696, -0.91118], [-0.67529, 0.02298, 0.77673], [-2.23000, 0.14258, 0.01909], [0.22331, -1.10971, 0.35077], [0.08358, -1.31820, -0.93711], [1.43321, -0.22111, 1.80342], [0.79706, 1.98223, 0.90853], [-0.63796, 0.11104, 1.89163], [-1.72301, -0.44535, -1.24598], [0.26716, -2.00579, 0.89321]],
  "forces_ev_per_a": [[1.8, -1.4, 0.6], [-0.3, 1.5, -0.6], [-2.0, 2.1, -1.0], [0.2, -0.6, 0.5], [1.2, 1.8, 2.0], [-0.2, -0.9, -2.4], [0.9, 0.5, 1.6], [0.2, -0.9, -2.6], [1.5, -0.3, -0.7], [-0.6, -1.0, 0.4], [-1.0, -0.5, -0.7], [-1.1, 1.2, 2.2], [-0.5, -1.6, 0.6]],
  "mulliken_charge": [-0.322, 0.213, -0.183, -0.330, -0.112, -0.286, -0.266, -0.324, 0.302, 0.430, 0.240, 0.187, 0.450]
}

***

# 4
{
  "formula": "H4O2Rb",
  "method": "ωB97M-V with the def2-TZVPD basis set",
  "total_charge": 1,
  "e_lumo_ev": -3.8,
  "spin_multiplicity": 1,
  "gap_ev": 12.49,
  "de_lowest_kj_mol": 16.7,
  "total_energy_ev": -4810.410,
  "homo_ev": -16.28,
  "elements": ["Rb", "O", "H", "H", "O", "H", "H"],
  "positions_angstrom": [[-1.17439, -1.09129, -0.27838], [1.61971, -1.45375, -0.37516], [1.61951, -2.37649, -0.12062], [2.18986, -1.02826, 0.26524], [-1.35661, 1.62191, 0.03480], [-0.88830, 2.42286, -0.20056], [-2.00978, 1.90504, 0.67468]],
  "forces_ev_per_a": [[-0.1, -0.1, -0.2], [-0.5, 0.1, 0.0], [0.3, -0.4, 0.0], [0.4, 0.2, 0.1], [0.0, -0.3, 0.0], [0.2, 0.3, -0.2], [-0.3, 0.2, 0.2]],
  "mulliken_charge": [0.954, -0.672, 0.345, 0.337, -0.566, 0.294, 0.308]
}

***

# 5
{
  "formula": "H4OP2S",
  "method": "ωB97M-V with the def2-TZVPD basis set",
  "e_lumo_ev": [-1.9, -0.8],
  "spin_multiplicity": 1,
  "gap_ev": [7.77, 7.54],
  "de_lowest_kj_mol": 313.3,
  "total_energy_ev": -31522.067,
  "homo_ev": [-9.67, -8.34],
  "elements": ["O", "P", "P", "S", "H", "H", "H", "H"],
  "positions_angstrom": [[0.96853, -1.28704, 1.29772], [-0.46275, 1.51061, 0.91376], [0.98762, -0.12463, 0.15628], [2.82922, 0.40001, 0.01770], [1.93849, -1.40804, 1.41344], [-1.81660, 0.91684, 0.57882], [-0.30819, 2.10388, -0.40631], [0.01013, -1.22873, -2.13196]],
  "forces_ev_per_a": [[0.2, 0.1, -0.3], [-0.7, -0.6, -1.3], [-0.8, -0.3, 0.0], [0.2, 0.6, -0.4], [-0.6, -0.3, 0.3], [1.7, 0.4, 0.2], [-0.2, -0.2, 0.8], [0.2, 0.3, 0.6]],
  "mulliken_charge": [-0.418, -0.130, 0.385, -0.377, 0.295, 0.115, 0.114, 0.015]
}